{
  "formula": "C11H27OS3ScSi3",
  "method": "ωB97M-V/def2-TZVPD",
  "elements": ["Sc", "C", "O", "Si", "C", "C", "C", "Si", "C", "C", "C", "Si", "C", "C", "C", "H", "H", "H", "H", "H", "H", "H", "H", "H", "H", "H", "H", "H", "H", "H", "H", "H", "H", "H", "H", "H", "H", "H", "H", "H", "H", "H", "S", "C", "S", "S"],
  "positions_angstrom": [[1.10086, 1.10905, 1.21535], [-1.36721, 3.37128, 1.10073], [-0.74975, 2.12146, 0.78310], [-1.51928, 0.78318, -0.04116], [-2.94167, 0.34898, 1.09446], [-2.26768, 1.46801, -1.60746], [-0.06063, -0.30707, -0.10382], [-0.17656, -1.91329, 0.82478], [-1.55073, -3.03440, 0.20508], [-0.48104, -1.52103, 2.65908], [1.39295, -2.93818, 0.79215], [0.93673, -0.15294, -1.67187], [0.02994, -0.64660, -3.23844], [2.55187, -1.10247, -1.67809], [1.44522, 1.67578, -1.76734], [-1.76098, 3.82942, 0.19348], [-0.61603, 4.02473, 1.53843], [-2.17708, 3.21760, 1.81432], [-3.73797, 1.08934, 0.98412], [-2.63689, 0.34137, 2.14210], [-3.37530, -0.62636, 0.86677], [-3.02483, 2.21909, -1.36994], [-2.77461, 0.65771, -2.13892], [-1.54514, 1.91270, -2.29164], [-2.53477, -2.56239, 0.23142], [-1.60605, -3.95426, 0.79271], [-1.34909, -3.31691, -0.83185], [-1.53555, -1.35634, 2.88509], [0.06666, -0.64576, 3.03938], [-0.13776, -2.35151, 3.28008], [1.57308, -3.39857, -0.17931], [1.28348, -3.74689, 1.52018], [2.28309, -2.36855, 1.06490], [-0.32109, -1.67787, -3.14435], [0.70626, -0.60626, -4.09615], [-0.83446, -0.01974, -3.46288], [2.40704, -2.17343, -1.81888], [3.14166, -0.95288, -0.77250], [3.14637, -0.74170, -2.52254], [0.61575, 2.35160, -1.98391], [2.20966, 1.82066, -2.53364], [1.92168, 2.07320, -0.85281], [5.11331, 2.40930, 2.73683], [3.62660, 1.94726, 2.27857], [3.21209, 0.23139, 2.05755], [2.31784, 3.11231, 2.00681]],
  "forces_ev_per_angstrom": [[0.5, 0.1, 0.1], [0.0, 0.0, 0.0], [0.0, 0.0, 0.1], [0.0, 0.0, 0.1], [0.0, 0.0, 0.0], [0.0, 0.0, 0.0], [-0.1, -0.1, -0.1], [0.0, 0.0, 0.0], [0.0, 0.0, 0.0], [-0.1, 0.0, 0.0], [0.0, 0.0, 0.0], [0.0, 0.0, 0.0], [0.0, 0.1, 0.0], [0.0, 0.0, 0.0], [0.0, 0.0, 0.1], [0.0, 0.0, 0.0], [0.0, 0.0, 0.0], [0.0, 0.0, 0.0], [0.0, 0.0, 0.0], [0.0, 0.0, 0.0], [0.0, 0.0, 0.0], [0.0, 0.0, 0.0], [0.0, 0.0, 0.0], [0.0, 0.0, 0.0], [0.0, 0.0, 0.0], [0.0, 0.0, 0.0], [0.0, 0.0, 0.0], [0.0, 0.0, 0.0], [0.0, 0.0, 0.0], [0.0, 0.0, 0.0], [0.0, 0.0, 0.0], [0.0, 0.0, 0.0], [0.0, 0.0, 0.0], [0.0, 0.0, 0.0], [0.0, 0.0, 0.0], [0.0, 0.0, 0.0], [0.0, 0.0, 0.0], [0.0, 0.0, 0.0], [0.0, 0.0, 0.0], [0.0, 0.0, 0.0], [0.0, 0.0, 0.0], [0.1, 0.0, 0.0], [0.0, 0.0, 0.0], [-0.1, 0.0, 0.1], [-0.2, 0.1, -0.1], [-0.2, -0.2, -0.2]],
  "charge": 0,
  "energy_ha": -3334.54452,
  "largest_force_ev_per_a": 0.52
}